No. 1
# CH3N3O

A single CH3N3O molecule in a non-equilibrium geometry (ωB97M-V/def2-TZVPD, the Open Molecules 2025 dataset).

The geometry in XYZ format:
```
8
Properties=species:S:1:pos:R:3
O 0.68 0.82 -0.27
N -1.41 -0.40 -0.06
N -0.49 0.34 0.57
N 2.83 -0.55 -0.01
C 1.87 0.03 -0.06
H -1.43 -0.18 -1.01
H -0.83 1.30 0.86
H -1.23 -1.36 -0.02
```

energy above the lowest of the compared OMol25 structures with the same formula, charge and spin = 407.3 kJ/mol
net charge = 0
SMILES string = N#CONN
total energy = -7599.381 eV
max |F| = 7.5 eV/Å
LUMO energy = 0.6249 eV
HOMO-LUMO gap = 0.421 hartree

***

No. 2
# C17H27N3O3

A single C17H27N3O3 molecule (ωB97M-V/def2-TZVPD, the Open Molecules 2025 dataset).

The geometry in XYZ format:
```
50
Properties=species:S:1:pos:R:3
O -1.91 -1.84 -4.34
O -1.45 0.33 -4.13
O -0.69 1.64 -1.93
N 1.87 1.78 2.17
N -1.89 1.60 0.00
N -1.71 -0.27 -1.33
C -1.24 -2.77 0.69
C 0.59 -2.57 2.22
C -0.37 2.63 1.64
C 1.46 -2.41 1.15
C 0.79 1.73 1.21
C 0.97 -2.43 -0.14
C 3.18 1.56 1.56
C 3.70 2.83 0.90
C -1.49 -0.92 -3.69
C 1.65 0.93 3.33
C 2.28 1.53 4.58
C -0.93 -1.08 -2.26
C -0.76 -2.75 1.99
C -0.39 -2.61 -0.39
C -0.92 -2.54 -1.79
C -1.37 2.85 0.50
C -1.37 1.03 -1.11
H -0.89 2.21 2.50
H 1.65 -2.31 -0.98
H 1.16 2.09 0.25
H -1.08 0.95 -3.45
H 3.36 1.60 4.48
H -0.29 -3.11 -2.48
H 2.51 -2.27 1.32
H 0.57 0.84 3.49
H 0.97 -2.55 3.23
H 3.07 3.13 0.06
H 0.04 3.60 1.94
H -2.21 3.47 0.84
H 4.71 2.67 0.53
H -1.44 -2.88 2.82
H -0.89 3.34 -0.35
H -2.24 -0.78 -0.64
H 1.88 2.53 4.74
H 0.09 -0.68 -2.27
H 3.14 0.74 0.82
H -2.33 1.00 0.68
H 3.71 3.64 1.63
H 0.43 0.69 1.05
H 2.05 0.92 5.45
H 3.87 1.27 2.34
H -1.93 -2.94 -1.86
H -2.30 -2.93 0.52
H 2.04 -0.09 3.16
```

energy above the lowest of the compared OMol25 structures with the same formula, charge and spin = 60.6 kJ/mol
net charge = 0
SMILES string = CCN(CC)CCCNC(=O)N[C@@H](Cc1ccccc1)C(=O)O
total energy = -28681.589 eV
max |F| = 0.8 eV/Å
LUMO energy = 0.4973 eV
HOMO-LUMO gap = 0.331 hartree

***

No. 3
# C39H57BrCl2I2N4O7

A molecular structure, C39H57BrCl2I2N4O7 in a non-equilibrium geometry (ωB97M-V/def2-TZVPD, the Open Molecules 2025 dataset).

The geometry in XYZ format:
```
112
Properties=species:S:1:pos:R:3
I -2.72 -3.89 -1.71
I 0.64 -4.52 -0.93
Br -2.22 3.33 -2.63
Cl -0.02 2.46 2.40
Cl -3.93 0.77 2.38
O 4.14 -2.58 -6.19
O 3.90 -0.68 1.92
O 0.07 3.23 6.20
O 0.27 -1.25 -6.39
O -4.10 2.99 -5.76
O -1.94 5.38 10.11
O 3.59 -5.82 -3.48
N -4.73 1.00 -4.75
N -1.77 -1.31 -5.14
N -1.68 1.48 -0.32
N -1.22 -1.28 -0.36
C -2.57 4.31 9.40
C 3.16 -1.76 -6.85
C -0.73 -1.26 -5.78
C -1.48 -0.59 -1.50
C -1.71 0.79 -1.49
C -3.98 4.20 9.97
C -2.64 2.41 4.10
C 5.14 -6.90 -4.90
C 5.86 -6.47 -3.62
C 3.90 -1.00 -7.94
C -1.76 -0.61 -3.88
C 0.61 5.00 7.67
C -2.92 6.11 10.86
C -2.34 1.52 -5.18
C -5.81 0.74 -5.72
C 1.59 -1.33 1.63
C -2.02 0.80 -3.90
C -4.28 5.64 10.36
C -1.44 0.80 0.77
C 1.06 -3.41 -3.68
C -1.21 -0.61 0.76
C 2.59 -0.17 1.61
C 0.43 -1.16 2.63
C -3.80 1.94 -5.26
C -5.23 1.38 -3.41
C -2.51 1.64 2.83
C 0.36 4.63 6.22
C 0.28 -3.03 -2.40
C 0.39 2.66 7.47
C -1.50 -1.30 -2.73
C -0.96 -1.38 2.01
C 5.34 -2.60 -6.96
C -1.98 1.46 -2.70
C -1.23 -2.77 -2.77
C 5.00 -1.99 -8.32
C 1.19 3.70 8.23
C -1.45 1.58 2.03
C 3.68 -6.85 -4.47
C 4.90 -5.42 -3.07
H -1.35 -3.12 -3.79
H 3.25 -0.73 -8.78
H 4.54 -0.19 1.39
H -6.79 0.82 -5.27
H 5.70 -3.62 -7.03
H 5.12 -4.43 -3.48
H 5.93 -7.32 -2.94
H -5.77 1.43 -6.56
H 2.69 -1.11 -6.12
H 0.50 -0.21 3.15
H -5.06 5.75 11.11
H 2.19 -2.19 1.95
H 1.38 -2.50 -4.18
H -3.98 3.56 10.86
H -2.60 4.57 8.34
H 3.36 -7.79 -4.02
H 1.26 4.81 5.60
H -1.74 -1.18 2.74
H 0.93 1.73 7.31
H 2.25 3.63 7.97
H 5.32 -6.17 -5.69
H -1.74 2.42 -5.24
H -4.65 0.90 -2.63
H 1.24 -1.56 0.63
H 4.34 -0.09 -7.54
H -3.10 1.81 4.88
H 0.67 -2.08 -2.05
H -1.69 2.81 4.44
H -2.75 7.18 10.71
H -2.78 5.89 11.92
H 4.60 -2.76 -8.98
H 4.93 -5.36 -1.98
H 1.10 3.61 9.31
H 5.43 -7.88 -5.27
H 1.93 -4.02 -3.47
H -0.55 2.42 7.99
H 5.86 -1.53 -8.80
H -1.99 3.40 9.53
H 6.86 -6.08 -3.79
H -5.71 -0.27 -6.12
H 6.10 -2.00 -6.44
H 3.00 -6.61 -5.29
H -4.58 6.21 9.48
H -3.31 3.26 3.92
H 2.34 0.57 2.37
H 0.43 -3.96 -4.38
H -0.33 5.23 8.17
H -4.69 3.78 9.26
H 0.54 -1.92 3.41
H -5.16 2.46 -3.26
H 2.62 0.27 0.62
H -0.47 5.18 5.77
H -6.26 1.09 -3.30
H -1.05 -2.44 1.75
H 1.27 5.86 7.78
H -2.17 0.88 -6.04
H 2.39 -2.42 -7.27
```

energy above the lowest of the compared OMol25 structures with the same formula, charge and spin = 0.0 kJ/mol
net charge = 0
total energy = -172946.830 eV
max |F| = 1.3 eV/Å
LUMO energy = -0.6295 eV
HOMO-LUMO gap = 0.285 hartree

***

No. 4
# CH2IN

A single CH2IN molecule in a non-equilibrium geometry (ωB97M-V/def2-TZVPD, the Open Molecules 2025 dataset).

The geometry in XYZ format:
```
5
Properties=species:S:1:pos:R:3
I -1.91 -0.94 -0.59
N 0.28 0.16 1.00
C -0.04 -0.07 -0.30
H 1.21 0.56 1.08
H 0.47 0.28 -1.19
```

energy above the lowest of the compared OMol25 structures with the same formula, charge and spin = 23.2 kJ/mol
net charge = 0
SMILES string = [H]/N=C/I
total energy = -10658.926 eV
max |F| = 6.2 eV/Å
LUMO energy = 0.4306 eV
HOMO-LUMO gap = 0.372 hartree

***

No. 5
# C4H6N2

A single C4H6N2 molecule (ωB97M-V/def2-TZVPD, the Open Molecules 2025 dataset).

The geometry in XYZ format:
```
12
Properties=species:S:1:pos:R:3
N 2.03 -0.15 0.27
N -0.16 -1.09 0.11
C 0.64 0.01 0.09
C -1.51 0.65 -0.15
C -0.16 1.12 -0.07
C -1.48 -0.72 -0.04
H -2.40 1.25 -0.28
H 2.49 -0.47 -0.58
H -2.27 -1.45 -0.06
H 0.18 2.14 -0.14
H 0.18 -2.02 0.32
H 2.46 0.73 0.53
```

energy above the lowest of the compared OMol25 structures with the same formula, charge and spin = 27.2 kJ/mol
net charge = 0
SMILES string = Nc1ccc[nH]1
total energy = -7225.309 eV
max |F| = 0.2 eV/Å
LUMO energy = 1.0643 eV
HOMO-LUMO gap = 0.323 hartree

***

No. 6
# C11H8FNO

A single C11H8FNO molecule in a non-equilibrium geometry (ωB97M-V/def2-TZVPD, the Open Molecules 2025 dataset).

The geometry in XYZ format:
```
22
Properties=species:S:1:pos:R:3
F 0.55 1.61 -1.25
O -0.16 -0.96 -0.79
N -2.57 0.85 1.31
C 3.22 -0.91 0.59
C 1.96 -1.35 0.26
C -2.52 -0.74 -0.98
C -3.71 -0.24 -0.50
C 1.44 0.83 -0.61
C 1.03 -0.47 -0.33
C -3.69 0.57 0.64
C 3.58 0.43 0.37
C -1.41 0.39 0.81
C 2.68 1.31 -0.24
C -1.35 -0.41 -0.33
H -4.62 -0.46 -1.07
H -0.50 0.71 1.33
H -2.46 -1.35 -1.87
H 2.92 2.38 -0.43
H -4.58 1.03 1.05
H 3.95 -1.62 0.98
H 1.65 -2.38 0.42
H 4.57 0.78 0.65
```

energy above the lowest of the compared OMol25 structures with the same formula, charge and spin = 0.0 kJ/mol
net charge = 0
SMILES string = Fc1ccccc1Oc1cccnc1
total energy = -17791.146 eV
max |F| = 1.2 eV/Å
LUMO energy = 0.9128 eV
HOMO-LUMO gap = 0.361 hartree

***

No. 7
# C3H4N2O2S

A single C3H4N2O2S molecule in a non-equilibrium geometry (ωB97M-V/def2-TZVPD, the Open Molecules 2025 dataset).

The geometry in XYZ format:
```
12
Properties=species:S:1:pos:R:3
S -1.30 1.04 -0.70
O -0.56 -1.33 -1.62
O 1.67 1.22 1.81
N 0.68 -1.28 -1.12
N 0.49 1.49 1.19
C 0.97 -0.42 -0.22
C -1.61 -0.71 -0.84
C 0.22 0.74 0.20
H -1.70 -1.22 0.13
H 1.99 -0.51 0.09
H -2.54 -0.89 -1.41
H 1.69 1.86 2.50
```

energy above the lowest of the compared OMol25 structures with the same formula, charge and spin = 448.1 kJ/mol
net charge = 0
SMILES string = O/N=C1\C=NOCS1
total energy = -21082.188 eV
max |F| = 1.5 eV/Å
LUMO energy = 0.1338 eV
HOMO-LUMO gap = 0.339 hartree

***

No. 8
# C5H11NO

A single C5H11NO molecule (ωB97M-V/def2-TZVPD, the Open Molecules 2025 dataset).

The geometry in XYZ format:
```
18
Properties=species:S:1:pos:R:3
O 1.16 -0.68 -2.34
N 1.64 -0.15 -0.03
C 0.77 -0.81 -1.01
C -0.43 0.08 -0.58
C 0.23 0.85 1.86
C -1.64 -0.62 0.03
C 0.56 0.78 0.38
H 1.12 1.13 2.43
H -0.15 -0.10 2.25
H 0.70 -1.90 -0.86
H 0.81 1.79 0.04
H 1.01 0.24 -2.59
H -0.78 0.74 -1.38
H -2.22 0.06 0.67
H -1.35 -1.48 0.64
H -0.54 1.62 2.03
H 1.97 -0.76 0.71
H -2.32 -0.99 -0.75
```

energy above the lowest of the compared OMol25 structures with the same formula, charge and spin = 145.7 kJ/mol
net charge = 0
SMILES string = C[C@H]1[C@@H](C)N[C@@H]1O
total energy = -8900.187 eV
max |F| = 0.4 eV/Å
LUMO energy = 1.0181 eV
HOMO-LUMO gap = 0.371 hartree

***

Q: Which of these has the lowest max |F|?
A: C4H6N2

***

Q: Which formula does entry 1 have?
A: CH3N3O

***

Q: Among the records above, which one has the lowest LUMO energy?
A: C39H57BrCl2I2N4O7